[1]
{"formula": "C24H18O2P2S4", "method": "ωB97M-V/def2-TZVPD", "charge": 0, "largest_force_ev_per_a": 4.2, "spin_multiplicity": 1, "homo_ev": -8.41, "lumo_ev": -0.75, "de_lowest_kj_mol": 0.0, "elements": ["S", "S", "O", "O", "S", "S", "C", "C", "C", "C", "C", "C", "C", "C", "C", "C", "C", "C", "C", "C", "C", "C", "C", "C", "C", "C", "C", "C", "C", "C", "P", "P", "H", "H", "H", "H", "H", "H", "H", "H", "H", "H", "H", "H", "H", "H", "H", "H", "H", "H"], "positions_angstrom": [[-2.3385, -0.2899, 0.1898], [3.3014, 0.5314, 0.3449], [-0.6477, 5.3636, 3.9324], [3.0856, -4.9597, -3.9008], [0.4371, 0.8170, -1.3003], [0.6516, -1.1302, 1.4519], [-4.1686, 7.1428, 5.2034], [0.2330, -7.5314, -5.5818], [-4.0141, 5.7712, 5.3994], [-3.1705, 7.9024, 4.6258], [1.5793, -7.6217, -5.9330], [-0.1754, -6.5819, -4.6366], [-2.8242, 5.1696, 4.9972], [-2.0458, 7.2796, 4.1366], [2.5138, -6.7512, -5.3378], [0.7355, -5.7156, -4.0874], [-1.7440, 3.8492, 2.2830], [0.4218, 3.3916, 3.2210], [2.4767, -2.7049, -3.5824], [2.7365, -4.1480, -1.6980], [-1.7079, 2.7027, 1.5067], [0.4864, 2.2210, 2.4531], [2.2065, -1.6061, -2.7166], [2.4360, -3.0923, -0.8249], [-1.8441, 5.9245, 4.3497], [2.0916, -5.7973, -4.4100], [-0.6990, 4.2024, 3.1511], [2.7549, -3.9340, -3.0568], [-0.5701, 1.8434, 1.6208], [2.1864, -1.8401, -1.3397], [-0.5195, 0.3651, 0.5413], [1.7137, -0.4561, -0.2163], [-5.0690, 7.6365, 5.5735], [-0.5213, -8.1815, -6.0083], [-4.7653, 5.1250, 5.8545], [-3.3061, 8.9684, 4.5049], [1.9859, -8.3179, -6.6279], [-1.2511, -6.4544, -4.3951], [-2.6752, 4.1028, 5.1751], [-1.3126, 7.8437, 3.5744], [3.5707, -6.7828, -5.5783], [0.3601, -4.9994, -3.3753], [-2.5888, 4.5487, 2.2398], [1.2722, 3.6646, 3.7937], [2.4888, -2.5734, -4.6733], [2.9794, -5.1135, -1.3328], [-2.5921, 2.5138, 0.9097], [1.3904, 1.5965, 2.5277], [2.0508, -0.6156, -3.1818], [2.4047, -3.2784, 0.2338]], "atomic_forces_ev_per_a": [[0.79, 0.25, 0.14], [-0.29, -0.27, -0.04], [-0.44, -0.86, -0.74], [-0.26, -0.79, -0.44], [-0.04, -0.73, 1.07], [-0.12, 0.42, -0.82], [-0.84, -0.06, 0.86], [-0.07, 0.04, 0.21], [0.59, -0.07, -0.28], [-0.47, -0.11, -0.16], [0.36, 1.22, 1.14], [-0.68, -0.44, -0.89], [0.11, -0.24, -0.05], [0.81, -0.07, -0.26], [-0.51, 0.05, 0.15], [0.52, 0.52, 0.69], [-0.25, 1.04, 0.45], [-0.38, -0.74, -0.94], [-0.26, 2.16, -0.06], [-0.09, 1.01, 0.73], [0.84, -0.07, 0.85], [0.10, -0.05, 0.11], [0.33, -0.98, -1.04], [0.27, -0.98, -0.71], [-0.55, -0.10, 0.02], [-0.01, -0.08, -0.33], [0.41, 0.09, 0.25], [-0.33, -0.43, 0.06], [-0.33, 0.44, -0.54], [-1.18, 1.05, -0.09], [-4.07, 0.71, 0.66], [4.05, -0.07, -0.99], [0.19, -0.15, -0.18], [0.19, -0.06, -0.12], [0.04, 0.48, -0.04], [0.03, 0.00, -0.05], [-0.18, -0.57, -0.50], [0.90, -0.26, -0.11], [0.06, 0.30, -0.13], [0.15, -0.05, 0.13], [-0.11, -0.11, -0.08], [0.19, 0.29, 0.13], [0.21, -0.51, -0.13], [0.44, 0.28, 0.62], [0.01, -0.01, 0.58], [0.09, -0.74, 0.36], [0.38, -0.41, -0.19], [-0.51, 0.32, -0.14], [-0.06, -0.64, 0.55], [-0.02, -0.02, 0.27]]}

[2]
{"formula": "C24H18OPV", "method": "ωB97M-V/def2-TZVPD", "charge": 1, "largest_force_ev_per_a": 0.9, "spin_multiplicity": 2, "s_squared": 1.1635, "homo_ev": [-11.27, -11.35], "lumo_ev": [-4.12, -3.78], "elements": ["V", "C", "C", "C", "C", "C", "C", "P", "C", "C", "C", "C", "C", "C", "C", "C", "C", "C", "C", "C", "C", "C", "C", "C", "H", "H", "H", "H", "H", "H", "H", "H", "H", "H", "H", "H", "H", "H", "H", "H", "O", "C", "C", "H", "H"], "positions_angstrom": [[1.6216, -1.4838, 1.2462], [-0.3741, -1.9656, -4.7336], [-0.0420, -2.8341, -3.7011], [0.2017, -2.3372, -2.4322], [0.1102, -0.9695, -2.1818], [-0.2274, -0.1029, -3.2198], [-0.4669, -0.6032, -4.4919], [0.3788, -0.3447, -0.5149], [0.6812, 1.4288, -0.6321], [-0.2151, 2.3483, -0.0960], [0.0538, 3.7076, -0.1833], [1.2116, 4.1465, -0.8063], [2.1087, 3.2294, -1.3416], [1.8490, 1.8738, -1.2496], [-1.1384, -0.5737, 0.4349], [-2.3793, -0.5851, -0.1510], [-3.5420, -0.6040, 0.6454], [-3.4374, -0.5824, 2.0078], [-2.1725, -0.5954, 2.6447], [-2.0444, -0.5628, 4.0578], [-0.8173, -0.5685, 4.6535], [0.3527, -0.6547, 3.8634], [0.2904, -0.6978, 2.4913], [-1.0012, -0.6323, 1.8576], [-0.5577, -2.3529, -5.7268], [0.0311, -3.8978, -3.8827], [0.4572, -3.0349, -1.6411], [-0.3007, 0.9624, -3.0418], [-0.7269, 0.0765, -5.2921], [-1.1221, 2.0111, 0.3892], [-0.6431, 4.4218, 0.2340], [1.4220, 5.2057, -0.8724], [3.0129, 3.5734, -1.8253], [2.5597, 1.1695, -1.6682], [-2.4718, -0.5524, -1.2302], [-4.5152, -0.6035, 0.1741], [-4.3308, -0.5541, 2.6197], [-2.9437, -0.5261, 4.6605], [-0.7316, -0.5340, 5.7312], [1.3086, -0.7068, 4.3749], [3.5656, 0.9189, 1.4164], [3.3440, -0.2139, 1.5504], [3.6317, -1.5545, 1.8200], [3.6389, -1.8307, 2.8739], [4.3702, -2.0142, 1.1690]], "atomic_forces_ev_per_a": [[-0.35, -0.37, -0.11], [0.01, -0.01, 0.03], [-0.01, 0.02, -0.02], [0.02, -0.10, 0.03], [-0.09, 0.10, -0.11], [-0.01, 0.01, -0.03], [0.00, 0.00, 0.02], [0.25, -0.08, 0.10], [-0.11, 0.07, 0.03], [-0.01, 0.03, 0.00], [0.03, -0.03, -0.02], [0.02, 0.00, 0.00], [-0.02, 0.04, 0.01], [0.06, 0.00, -0.05], [-0.16, 0.04, -0.03], [-0.08, 0.00, 0.02], [0.05, 0.00, -0.03], [0.01, 0.00, 0.03], [-0.11, -0.03, 0.10], [-0.03, 0.02, -0.02], [0.09, -0.01, -0.04], [-0.01, 0.00, 0.10], [-0.17, -0.03, -0.18], [0.18, 0.10, -0.03], [0.00, 0.00, 0.00], [0.00, 0.00, -0.02], [0.01, 0.06, 0.05], [0.01, 0.00, 0.03], [0.00, -0.01, -0.01], [0.00, -0.01, 0.00], [0.00, -0.01, 0.00], [-0.01, 0.00, 0.00], [0.00, -0.01, 0.00], [-0.03, -0.04, 0.01], [0.01, 0.00, 0.00], [0.01, 0.00, -0.02], [0.02, -0.01, 0.02], [0.00, 0.00, -0.01], [-0.01, 0.01, 0.00], [0.01, 0.00, -0.01], [-0.29, 0.01, -0.08], [0.82, -0.13, 0.26], [-0.10, 0.44, -0.02], [0.03, -0.01, 0.00], [-0.02, -0.04, -0.01]]}

[3]
{"formula": "C24H19AlF2I2N3O2", "method": "ωB97M-V/def2-TZVPD", "charge": 1, "largest_force_ev_per_a": 0.7, "spin_multiplicity": 1, "homo_ev": -10.67, "lumo_ev": -3.18, "de_lowest_kj_mol": 401.4, "elements": ["Al", "I", "C", "C", "C", "I", "C", "C", "C", "C", "N", "C", "C", "O", "H", "H", "H", "H", "F", "C", "C", "C", "C", "C", "F", "C", "C", "C", "C", "C", "C", "N", "H", "H", "H", "H", "H", "H", "C", "N", "C", "C", "C", "O", "H", "H", "H", "H", "H", "H", "H", "H", "H"], "positions_angstrom": [[-0.0485, -0.5111, -0.2085], [-3.2591, 1.4124, 0.0706], [-1.4451, 2.0306, -0.8186], [-1.2255, 3.4923, -1.0588], [0.9276, 3.9423, -1.0905], [1.9681, 5.7384, -1.5075], [1.7964, 2.7586, -0.8996], [3.1270, 2.5760, -0.9286], [3.6735, 1.2564, -0.9934], [2.8432, 0.1895, -0.9963], [1.4803, 0.3138, -0.9428], [0.9330, 1.5849, -1.0335], [-1.0238, 1.2025, -2.0430], [-1.1051, -0.0437, -1.9832], [-2.1397, 4.0462, -1.2496], [3.7878, 3.4344, -0.9180], [4.7418, 1.1069, -1.0073], [3.2202, -0.8246, -0.9974], [-0.1364, -2.1494, 4.9180], [-0.1235, -1.1354, 4.0417], [-0.1475, -1.4197, 2.6881], [-0.1400, -0.3833, 1.7606], [-0.0960, 0.9454, 2.2331], [-0.0640, 1.1749, 3.6028], [-0.0231, 2.4398, 4.0501], [-0.0806, 0.1556, 4.5305], [-0.1152, 2.0326, 1.2403], [-0.0962, 3.3639, 1.2811], [-0.2358, 4.0991, -0.0197], [-0.1323, 3.4721, -2.1689], [0.0863, 1.9891, -2.4988], [-0.2578, 1.5177, -0.0887], [-0.1590, -2.4614, 2.3878], [-0.0588, 0.3609, 5.5909], [-0.0166, 3.9173, 2.2045], [-0.4449, 5.1500, 0.1562], [-0.2689, 4.1323, -3.0183], [0.6955, 1.6771, -3.3378], [0.6539, -4.7451, -1.2119], [-0.7228, -4.4026, -0.8432], [-1.6684, -5.5175, -0.7403], [-1.0485, -3.1562, -0.5972], [-2.4494, -2.7394, -0.2877], [-0.1314, -2.2711, -0.6182], [0.6249, -5.6075, -1.8726], [1.2327, -4.9914, -0.3217], [1.1181, -3.9101, -1.7250], [-1.1058, -6.4092, -0.4777], [-2.1745, -5.6856, -1.6909], [-2.3973, -5.3401, 0.0434], [-3.1987, -3.4764, -0.5527], [-2.6518, -1.8162, -0.8323], [-2.5182, -2.5164, 0.7805]], "atomic_forces_ev_per_a": [[-0.08, -0.01, -0.07], [-0.01, 0.06, 0.07], [-0.10, -0.67, -0.02], [-0.18, 0.06, -0.32], [-0.01, 0.10, -0.02], [0.00, 0.04, -0.01], [-0.16, -0.16, -0.14], [0.09, 0.11, 0.01], [0.09, -0.05, 0.00], [-0.11, -0.18, -0.09], [0.20, 0.05, 0.13], [0.34, 0.02, 0.49], [0.25, 0.47, 0.35], [0.00, -0.07, -0.06], [0.02, 0.05, -0.01], [0.01, -0.01, 0.00], [0.00, 0.00, -0.01], [0.00, 0.00, 0.01], [0.00, 0.01, 0.01], [0.01, -0.02, 0.01], [-0.01, 0.00, -0.01], [-0.02, -0.10, 0.01], [0.00, 0.06, 0.02], [-0.01, -0.02, -0.02], [0.00, 0.00, 0.02], [0.00, 0.02, 0.00], [0.25, -0.03, -0.05], [0.01, 0.22, 0.13], [0.08, 0.15, -0.06], [-0.02, -0.02, 0.01], [-0.19, 0.32, -0.40], [-0.51, -0.36, 0.05], [0.00, 0.00, -0.01], [0.00, 0.00, 0.00], [0.00, -0.02, 0.01], [0.01, 0.01, -0.03], [0.01, -0.01, -0.01], [0.01, 0.00, 0.00], [-0.01, 0.00, 0.00], [0.00, -0.01, 0.00], [0.01, 0.01, 0.00], [-0.02, 0.00, 0.02], [0.01, 0.02, 0.00], [0.04, -0.01, -0.04], [0.00, 0.00, 0.00], [0.00, 0.00, 0.00], [0.00, 0.00, 0.00], [0.00, 0.00, 0.00], [0.00, 0.00, 0.00], [0.00, 0.00, 0.00], [0.00, 0.00, 0.00], [0.00, 0.00, 0.00], [-0.01, 0.00, 0.00]]}